# 1
{"formula": "C17H15Cl36O5S", "method": "ωB97M-V with the def2-TZVPD basis set", "multiplicity": 1, "e_tot_ev": -489747.145, "gap_ev": 3.493, "total_charge": -1, "e_homo_ev": -2.250, "lumo_ev": 1.2, "symbols": ["C", "O", "C", "C", "C", "C", "O", "C", "C", "C", "S", "O", "O", "O", "H", "H", "H", "H", "H", "H", "H", "H", "H", "H", "H", "H", "H", "H", "H", "C", "Cl", "Cl", "Cl", "Cl", "C", "Cl", "Cl", "Cl", "Cl", "C", "Cl", "Cl", "Cl", "Cl", "C", "Cl", "Cl", "Cl", "Cl", "C", "Cl", "Cl", "Cl", "Cl", "C", "Cl", "Cl", "Cl", "Cl", "C", "Cl", "Cl", "Cl", "Cl", "C", "Cl", "Cl", "Cl", "Cl", "C", "Cl", "Cl", "Cl", "Cl"], "coordinates": [[-0.3867, -5.1301, -1.0156], [-1.1531, -4.1434, -0.3581], [-0.9586, -4.2227, 1.0616], [-1.4590, -3.0036, 1.8307], [-0.5013, -2.8614, 3.0528], [-0.3490, -1.4829, 3.5887], [0.7253, -1.0178, 3.9649], [-1.4838, -1.7700, 0.9400], [-0.2009, -1.1848, 0.2833], [1.1219, -1.9372, 0.4743], [1.9189, -2.2967, -1.0691], [2.5736, -1.1183, -1.5554], [2.7773, -3.4333, -0.8971], [0.7758, -2.7028, -2.0888], [-0.6898, -6.1351, -0.7150], [-0.5645, -5.0126, -2.0817], [0.6747, -4.9700, -0.8237], [-1.5525, -5.0794, 1.4113], [0.0960, -4.4915, 1.2884], [0.4894, -3.3195, 2.9051], [-0.9708, -3.4266, 3.8692], [-1.2169, -0.7962, 3.6540], [-2.1944, -1.9750, 0.1419], [-1.9597, -0.9800, 1.5138], [-0.3830, -1.0731, -0.7857], [-0.0461, -0.1610, 0.5989], [1.8480, -1.2979, 0.9653], [1.0971, -2.8673, 1.0252], [-0.0930, -2.7127, -1.6453], [-2.7730, 2.8446, 2.0391], [-2.3641, 3.6379, 0.5147], [-4.1473, 1.7664, 1.8002], [-1.3860, 1.9139, 2.5925], [-3.1852, 4.0719, 3.2505], [-0.7493, 7.0180, -1.1009], [0.6762, 7.8316, -1.7533], [-0.5089, 6.7059, 0.6205], [-2.1688, 8.0465, -1.3087], [-1.0003, 5.4917, -1.9519], [3.7511, 0.0839, -5.1193], [4.8439, 1.2130, -5.9418], [3.1260, -1.0774, -6.3004], [4.6132, -0.7687, -3.8509], [2.4068, 0.9866, -4.4186], [5.0396, 4.2736, -8.7367], [5.2880, 4.6219, -10.4530], [3.5330, 3.3858, -8.5315], [6.3976, 3.3115, -8.1376], [4.9582, 5.7916, -7.8367], [4.5241, -6.9575, -1.4893], [5.2567, -8.2726, -2.4284], [5.2933, -6.8802, 0.1002], [4.7456, -5.4326, -2.3298], [2.7984, -7.2703, -1.2885], [-4.4055, 10.2840, 1.7578], [-4.1061, 11.7519, 2.7007], [-3.0079, 9.2195, 1.8654], [-5.8241, 9.4504, 2.3929], [-4.6868, 10.7246, 0.0685], [2.4955, -10.3611, -4.4671], [1.3076, -11.2736, -5.4102], [4.0103, -10.2688, -5.3743], [1.8880, -8.7382, -4.1605], [2.7793, -11.1853, -2.9312], [-5.8119, 8.4570, 6.2151], [-5.6929, 8.3615, 7.9751], [-5.2160, 6.9586, 5.4994], [-7.5019, 8.6973, 5.7522], [-4.8489, 9.8123, 5.6270], [-1.7418, 0.4080, 7.1258], [-1.7724, 0.9147, 5.4383], [-0.6600, -0.9690, 7.3126], [-1.1723, 1.7481, 8.1359], [-3.3747, -0.0502, 7.6354]], "forces_ev_per_angstrom": [[-0.3, 0.2, -0.1], [0.5, 0.3, -0.1], [-1.2, -0.2, 0.8], [1.0, 0.4, -0.4], [-1.3, -0.1, -0.2], [1.4, 0.5, 0.1], [-0.8, -0.2, -0.3], [-0.2, -0.4, 0.3], [-0.1, 0.1, -0.2], [-0.2, 0.2, -0.3], [1.2, 0.0, 0.5], [-0.5, 0.4, -0.3], [-0.1, -0.4, 0.0], [-0.1, 0.3, -0.1], [0.0, -0.2, 0.1], [0.0, -0.1, -0.2], [0.1, -0.3, 0.0], [0.2, -0.4, -0.2], [0.2, 0.0, -0.3], [0.3, 0.2, 0.2], [0.2, -0.1, 0.3], [-0.2, -0.7, -0.2], [-0.1, 0.0, -0.2], [0.0, 0.4, 0.1], [-0.1, 0.1, -0.1], [0.1, 0.3, 0.3], [0.3, 0.0, 0.1], [-0.4, -0.1, -0.1], [-0.1, -0.3, 0.2], [0.0, -0.1, 0.0], [-0.1, 0.0, 0.0], [0.0, 0.0, 0.0], [0.1, 0.1, -0.2], [0.0, 0.0, 0.0], [0.0, 0.0, 0.1], [0.0, 0.0, 0.0], [0.0, 0.0, 0.0], [0.0, 0.0, -0.1], [0.0, 0.0, 0.0], [0.0, 0.0, 0.1], [0.0, 0.0, 0.0], [0.0, 0.0, 0.0], [0.1, 0.0, -0.1], [0.0, 0.0, 0.0], [0.0, 0.0, 0.0], [0.0, 0.0, 0.0], [0.0, 0.0, 0.0], [0.0, 0.0, 0.0], [0.0, 0.0, 0.0], [-0.1, 0.1, 0.0], [0.0, -0.1, 0.0], [0.0, 0.0, 0.0], [0.1, 0.0, 0.0], [0.0, 0.0, 0.2], [0.0, -0.1, 0.0], [0.0, 0.0, 0.0], [0.0, 0.0, 0.1], [-0.1, 0.0, -0.2], [0.0, 0.0, 0.0], [0.0, 0.1, 0.0], [0.0, 0.0, 0.0], [0.0, 0.0, 0.0], [0.0, -0.1, -0.2], [0.0, 0.0, 0.0], [0.0, 0.0, 0.0], [0.0, 0.0, 0.0], [0.0, 0.0, 0.0], [0.0, 0.0, 0.0], [0.1, 0.1, 0.2], [0.0, -0.1, -0.1], [-0.1, 0.1, 0.5], [0.0, 0.0, 0.0], [0.0, 0.0, 0.0], [0.0, 0.0, 0.0]]}


# 2
{"formula": "C5H10O", "method": "ωB97M-V with the def2-TZVPD basis set", "multiplicity": 1, "relative_energy_kcal_mol": 26.1, "e_tot_ev": -7393.635, "gap_ev": 10.197, "total_charge": 0, "e_homo_ev": -9.228, "smiles": "CC(=O)C(C)C", "lumo_ev": 1.0, "symbols": ["C", "C", "C", "C", "C", "O", "H", "H", "H", "H", "H", "H", "H", "H", "H", "H"], "coordinates": [[0.4207, -0.8181, 0.5098], [0.5814, -0.2529, 1.9714], [0.5602, 0.0779, -1.8387], [-1.3749, 0.3086, -0.1470], [0.1192, 0.3886, -0.4313], [0.4608, -1.9701, 0.1962], [-0.0751, 0.6252, 2.0586], [1.5385, 0.1487, 1.8734], [0.4224, -1.0470, 2.7847], [0.0809, -0.7488, -2.2029], [0.3708, 0.9801, -2.5488], [1.5981, 0.0436, -1.9334], [-1.7705, -0.4248, -0.7549], [-1.8968, 1.2941, -0.2889], [-1.5846, 0.0931, 0.8825], [0.5487, 1.3018, -0.1306]], "forces_ev_per_angstrom": [[0.7, 2.0, 1.5], [-2.0, -2.0, -0.5], [-0.9, 4.3, -0.7], [-0.4, 3.5, 0.0], [-0.1, -2.8, 0.1], [0.0, -0.2, -0.3], [0.1, -0.5, 0.4], [2.0, 0.4, 0.7], [0.5, 1.4, -1.2], [-1.0, -2.2, -1.1], [-0.3, -1.4, 1.1], [1.8, -0.7, 0.2], [-1.2, -1.5, -1.2], [0.4, -0.9, -0.4], [-0.1, -0.4, 0.4], [0.5, 1.0, 0.9]]}


# 3
{"formula": "C4H12N3", "method": "ωB97M-V with the def2-TZVPD basis set", "multiplicity": 1, "relative_energy_kcal_mol": 49.5, "e_tot_ev": -8805.590, "gap_ev": 10.889, "total_charge": 1, "e_homo_ev": -13.863, "smiles": "N/C=[NH+]\\CCCN", "lumo_ev": -3.0, "symbols": ["C", "C", "C", "N", "C", "N", "N", "H", "H", "H", "H", "H", "H", "H", "H", "H", "H", "H", "H"], "coordinates": [[1.3964, -0.7125, 1.2466], [-0.1097, -0.2887, 1.7288], [-1.0909, -0.0583, 0.5149], [-1.4288, 1.8023, -1.9354], [-0.3898, 0.9823, -1.7095], [-0.3625, 0.1260, -0.7701], [1.4666, -1.3890, -0.0689], [1.6954, -1.2851, 2.1090], [1.9785, 0.2631, 1.1804], [-0.1133, 0.5854, 2.3089], [-0.5420, -1.2223, 2.1802], [-1.6382, 0.8353, 0.6694], [-1.7835, -0.8775, 0.2987], [-1.5473, 2.1323, -2.8603], [-1.8810, 2.3638, -1.2346], [0.4537, 1.1357, -2.3729], [2.3932, -1.6571, -0.4605], [0.5987, -0.4742, -0.9262], [0.9044, -2.2614, 0.1012]], "forces_ev_per_angstrom": [[-0.6, 2.9, 0.5], [0.0, -3.4, -3.6], [0.8, -0.3, -1.2], [0.0, 0.4, 0.1], [-1.9, 1.2, 0.2], [3.0, -0.4, -0.5], [-0.3, -2.1, 0.6], [0.9, -0.4, -0.1], [-0.5, -1.4, 0.2], [0.2, 0.7, 1.2], [0.5, 1.3, 0.4], [-0.8, 0.7, 0.3], [0.1, 0.1, 0.5], [0.2, 0.7, -0.7], [-0.3, -0.4, 0.3], [0.0, -0.9, -0.4], [-0.7, 0.3, 1.1], [-1.6, 0.2, 1.9], [1.0, 0.7, -0.9]]}


What is the multiplicity in the third record?
1